Formula: C28H37NO5PS2V
Source: OMol25
Level of theory: ωB97M-V with the def2-TZVPD basis set

The geometry in XYZ format:
```
75
C28H37NO5PS2V (ωB97M-V with the def2-TZVPD basis set)
V -0.374 -1.076 0.300
O 3.874 -0.426 -0.082
C 2.887 -1.206 0.035
O 1.668 -0.996 0.379
C 3.009 -2.769 -0.153
C 4.347 -3.176 -0.226
C 4.680 -4.512 -0.259
C 3.638 -5.426 -0.218
C 2.306 -5.072 -0.155
C 1.906 -3.736 -0.092
S 0.121 -3.570 0.020
H 5.113 -2.405 -0.247
H 5.719 -4.835 -0.310
H 3.868 -6.489 -0.236
H 1.537 -5.851 -0.108
C 0.868 -0.813 3.100
C -0.410 -1.013 2.316
O -1.502 -1.217 2.906
H 0.628 -0.839 4.152
H 1.356 0.118 2.808
H 1.581 -1.598 2.830
C -2.703 1.601 1.363
C -3.013 1.856 -0.102
O -2.707 0.713 -0.905
C -2.779 0.891 -2.326
C -2.359 -0.387 -3.021
H -3.177 2.360 1.987
H -1.628 1.631 1.542
H -3.067 0.623 1.671
H -2.466 2.732 -0.496
H -4.074 2.142 -0.237
H -2.120 1.720 -2.614
H -3.815 1.176 -2.604
H -1.389 -0.746 -2.642
H -2.278 -0.249 -4.097
H -3.105 -1.167 -2.841
N 0.078 0.707 -0.247
S 1.312 1.692 0.334
C 0.726 3.330 0.808
C 0.387 4.252 -0.162
C 0.005 5.540 0.211
C 0.001 5.895 1.544
C 0.358 4.976 2.511
C 0.739 3.691 2.151
C 2.534 2.180 -0.912
C 2.552 1.594 -2.157
C 3.527 2.009 -3.070
C 4.443 2.991 -2.738
C 4.405 3.576 -1.492
C 3.442 3.182 -0.570
H -0.770 1.232 -0.490
H 0.473 3.982 -1.204
H -0.268 6.248 -0.558
H -0.300 6.885 1.827
H 0.327 5.249 3.558
H 1.062 2.959 2.890
H 1.856 0.810 -2.410
H 3.535 1.549 -4.060
H 5.182 3.307 -3.460
H 5.123 4.333 -1.214
H 3.376 3.671 0.403
C -4.795 -1.948 0.666
P -3.265 -2.871 0.451
C -2.882 -3.806 1.952
C -3.337 -3.965 -0.974
O -2.371 -1.679 -0.033
H -5.726 -2.513 0.592
H -4.765 -1.176 -0.094
H -4.740 -1.434 1.628
H -3.662 -4.551 2.155
H -2.810 -3.087 2.762
H -1.923 -4.309 1.843
H -3.872 -4.899 -0.838
H -2.303 -4.176 -1.246
H -3.792 -3.415 -1.798
```

## Properties
Spin multiplicity: 2
HOMO (alpha / beta), eV: -10.23 / -10.32
ΔE to the lowest compared entry with this formula, charge and spin, eV: 0.000
M, g/mol: 613.66
Total charge: +1
<S²>: 0.82
Frontier orbital gap (alpha / beta), eV: 5.842 / 6.644